Entry 1:
DFT (ωB97M-V/def2-TZVPD) results for a 9-piece molecular cluster, C38H75F6N3O16 overall at a distorted geometry.

Last column: Mulliken charge in e.
Positions of all 138 atoms, in Å:
C: 8.877 -4.718 -24.542  -1.01
C: 9.217 -3.651 -25.614  -0.31
O: 8.303 -2.513 -25.493  -0.23
C: 8.734 -1.514 -24.729  -0.07
O: 9.755 -1.510 -23.999  -0.58
C: 7.784 -0.298 -24.791  1.35
F: 6.895 -0.353 -25.821  -0.27
F: 7.159 -0.168 -23.617  -0.23
F: 8.572 0.766 -24.972  -0.28
H: 9.160 -4.428 -23.530  0.30
H: 9.454 -5.559 -24.927  0.36
H: 7.805 -4.914 -24.532  0.29
H: 8.939 -4.080 -26.576  0.31
H: 10.275 -3.392 -25.656  0.36
C: 7.095 7.631 -22.643  -0.98
C: 6.042 8.574 -23.227  -0.18
O: 4.946 7.752 -23.670  -0.32
C: 4.976 7.182 -24.955  0.24
O: 5.923 7.380 -25.743  -0.60
C: 3.776 6.288 -25.283  1.08
F: 2.888 6.231 -24.316  -0.19
F: 3.209 6.769 -26.359  -0.28
F: 4.147 5.086 -25.606  -0.27
H: 7.619 6.970 -23.333  0.11
H: 6.655 6.945 -21.919  0.26
H: 7.849 8.205 -22.104  0.44
H: 6.426 9.251 -23.990  0.31
H: 5.722 9.181 -22.380  0.30
C: 4.016 -7.948 -24.580  -0.77
O: 3.246 -6.771 -24.997  -0.26
C: 1.852 -6.922 -24.822  -0.76
C: 1.129 -5.537 -25.119  -0.07
O: 1.495 -4.546 -24.159  -0.41
C: 1.174 -3.228 -24.584  -0.10
C: 1.713 -2.170 -23.595  -0.16
O: 1.173 -2.444 -22.286  -0.38
C: 1.596 -1.522 -21.330  -0.27
H: 5.027 -7.742 -24.934  0.23
H: 3.706 -8.875 -25.061  0.31
H: 4.030 -8.041 -23.494  0.31
H: 1.473 -7.216 -23.843  0.36
H: 1.462 -7.645 -25.538  0.40
H: 0.075 -5.752 -25.293  0.03
H: 1.528 -5.160 -26.061  0.32
H: 0.087 -3.155 -24.621  0.17
H: 1.592 -3.000 -25.565  0.33
H: 1.434 -1.170 -23.929  -0.09
H: 2.801 -2.227 -23.618  0.36
H: 2.675 -1.540 -21.174  0.31
H: 1.193 -1.882 -20.384  0.33
H: 1.334 -0.500 -21.602  -0.21
C: 0.597 2.311 -24.937  0.08
O: -0.587 2.214 -24.110  -0.44
C: -0.303 2.336 -22.732  0.14
C: 0.227 3.773 -22.338  -0.06
O: -0.731 4.813 -22.523  -0.25
C: -0.313 6.142 -22.234  -0.06
C: -1.436 7.257 -22.075  -0.82
O: -2.566 6.859 -21.285  -0.35
C: -3.553 6.103 -21.900  -0.52
H: 1.243 3.184 -24.846  0.01
H: 0.140 2.246 -25.924  0.25
H: 1.176 1.392 -24.845  -0.12
H: 0.405 1.598 -22.355  -0.33
H: -1.198 2.278 -22.113  0.39
H: 1.140 4.029 -22.875  -0.22
H: 0.512 3.752 -21.287  0.44
H: 0.363 6.486 -23.017  0.09
H: 0.224 6.245 -21.290  0.30
H: -1.651 7.664 -23.063  0.36
H: -0.943 8.144 -21.676  0.40
H: -3.135 5.218 -22.381  0.19
H: -4.255 6.642 -22.536  0.27
H: -4.024 5.802 -20.964  0.22
C: -2.754 -4.759 -25.543  -0.83
O: -2.745 -3.427 -26.062  -0.36
C: -2.442 -3.373 -27.457  -0.32
C: -2.633 -1.972 -27.993  -0.57
O: -1.352 -1.386 -28.392  -0.47
C: -0.537 -0.996 -27.255  0.08
C: 0.995 -0.894 -27.781  -0.84
O: 1.803 -0.221 -26.778  0.03
C: 3.194 -0.176 -27.072  -0.62
H: -2.494 -4.826 -24.486  0.27
H: -2.045 -5.377 -26.093  0.35
H: -3.783 -5.110 -25.459  0.32
H: -3.133 -3.994 -28.028  0.44
H: -1.403 -3.643 -27.644  0.32
H: -3.162 -1.310 -27.308  0.27
H: -3.202 -2.036 -28.920  0.36
H: -0.672 -1.712 -26.445  0.06
H: -0.956 -0.043 -26.932  0.26
H: 1.017 -0.167 -28.593  0.45
H: 1.351 -1.879 -28.082  0.28
H: 3.502 0.052 -28.092  0.35
H: 3.608 -1.144 -26.791  0.30
H: 3.749 0.575 -26.509  -0.06
C: 9.748 6.105 -26.606  -0.53
O: 9.455 4.713 -26.468  -0.43
C: 8.073 4.357 -26.324  0.23
C: 7.127 4.594 -27.490  -0.03
O: 7.433 3.808 -28.601  -0.45
C: 6.649 4.143 -29.706  -0.71
C: 5.170 3.684 -29.665  -0.42
O: 4.431 4.579 -28.832  -0.19
C: 3.042 4.268 -28.804  -0.78
H: 9.358 6.678 -27.447  0.27
H: 10.818 6.285 -26.507  0.30
H: 9.266 6.558 -25.740  0.11
H: 7.602 4.880 -25.492  -0.06
H: 7.971 3.341 -25.944  0.00
H: 7.286 5.644 -27.738  0.21
H: 6.089 4.493 -27.175  0.22
H: 7.116 3.662 -30.565  0.40
H: 6.795 5.205 -29.906  0.37
H: 5.210 2.670 -29.267  0.18
H: 4.685 3.652 -30.641  0.51
H: 2.816 3.202 -28.818  0.28
H: 2.658 4.592 -29.771  0.39
H: 2.563 4.814 -27.991  0.16
C: 4.297 3.444 -19.400  -0.98
C: 3.878 4.097 -20.690  0.41
N: 3.602 4.603 -21.680  -0.31
H: 4.603 2.417 -19.596  0.28
H: 3.503 3.367 -18.657  0.33
H: 5.195 3.926 -19.012  0.30
C: 9.195 3.549 -20.875  -0.99
C: 8.485 3.134 -22.035  0.40
N: 7.929 2.737 -22.962  -0.21
H: 9.300 2.713 -20.184  0.31
H: 8.675 4.424 -20.485  0.26
H: 10.179 3.841 -21.243  0.30
C: 4.686 2.560 -24.244  0.74
C: 3.992 1.769 -23.175  -0.25
N: 3.418 1.145 -22.351  -0.37
H: 3.977 2.597 -25.071  -0.13
H: 5.679 2.171 -24.469  -0.22
H: 4.923 3.531 -23.808  0.19

Summary:
LUMO: 0.2250 eV
SMILES string: CCOC(=O)C(F)(F)F.CCOC(=O)C(F)(F)F.COCCOCCOC.COCCOCCOC.COCCOCCOC.COCCOCCOC.CC#N.CC#N.CC#N
total energy: -94147.0872 eV
E_HOMO: -9.16 eV
max |F|: 0.103 hartree/bohr

---

Entry 2:
DFT (ωB97M-V/def2-TZVPD) results for C23H37N2OV as an isolated structure at a distorted geometry.

Last column: Mulliken charge in e.
Positions of all 64 atoms, in Å:
C: 0.590 2.100 -2.054  0.18
H: 1.473 2.479 -1.524  0.68
H: 0.895 1.422 -2.886  -0.11
H: -0.304 1.525 -1.230  0.17
C: -0.223 3.214 -2.741  -0.25
H: -0.977 2.747 -3.390  0.18
H: -0.808 3.749 -1.988  0.47
C: 0.642 4.165 -3.559  -1.33
H: 0.066 5.038 -3.866  0.40
H: 1.508 4.519 -3.004  0.36
H: 1.018 3.662 -4.454  0.34
C: -0.879 -1.717 -1.619  0.58
C: -1.498 -0.788 -2.536  0.99
C: -0.565 -0.545 -3.604  0.50
C: 0.666 -1.220 -3.290  0.80
C: 0.458 -1.979 -2.082  0.38
C: 1.463 -2.873 -1.443  -1.36
C: 1.894 -1.208 -4.126  -1.67
C: -0.836 0.201 -4.861  -1.21
C: -2.877 -0.236 -2.440  -1.96
C: -1.536 -2.328 -0.431  -1.10
V: 0.248 0.192 -1.650  -0.41
H: 2.776 -1.483 -3.539  0.36
H: 1.836 -1.902 -4.977  0.36
H: 2.081 -0.211 -4.541  0.33
H: 2.484 -2.598 -1.730  0.34
H: 1.405 -2.829 -0.347  0.24
H: 1.307 -3.921 -1.735  0.34
H: -2.478 -1.813 -0.210  0.31
H: -1.761 -3.389 -0.612  0.30
H: -0.909 -2.272 0.471  0.37
H: -2.961 0.716 -2.975  0.44
H: -3.625 -0.918 -2.869  0.35
H: -3.157 -0.062 -1.394  0.44
H: -0.081 0.973 -5.060  0.29
H: -0.834 -0.472 -5.730  0.32
H: -1.816 0.685 -4.827  0.35
C: -2.781 -1.093 5.322  -1.23
C: -1.394 -0.573 5.630  -0.53
N: -0.663 -0.098 4.448  0.27
C: -0.133 1.280 4.495  -0.64
C: 1.243 1.414 5.123  -0.93
C: -0.271 -1.024 3.524  0.17
O: -0.700 -2.180 3.524  -0.64
C: 0.710 -0.574 2.468  -0.37
C: 2.084 -0.772 2.634  0.01
C: 2.921 -0.472 1.555  -1.18
C: 2.365 -0.082 0.340  -0.13
N: 1.021 0.045 0.183  0.14
C: 0.193 -0.134 1.258  -0.55
H: -3.384 -0.317 4.841  0.29
H: -3.262 -1.375 6.263  0.40
H: -2.718 -1.970 4.674  0.31
H: -1.441 0.284 6.308  0.47
H: -0.805 -1.378 6.099  0.32
H: -0.122 1.674 3.469  0.17
H: -0.865 1.850 5.080  0.57
H: 2.022 1.000 4.475  0.21
H: 1.453 2.478 5.277  0.39
H: 1.279 0.910 6.095  0.31
H: 2.461 -1.156 3.580  0.74
H: 4.003 -0.564 1.638  0.48
H: 2.973 0.136 -0.548  0.48
H: -0.874 0.066 1.101  0.71

Summary:
LUMO (spin up / spin down): -7.9604 / -8.0356 eV
2S+1: 3
total energy: -55150.3523 eV
E_HOMO (spin up / spin down): -14.23 / -14.23 eV
max |F|: 0.118 hartree/bohr
<S²>: 2.0451
net charge: +2

---

Entry 3:
DFT (ωB97M-V/def2-TZVPD) results for a 4-piece molecular cluster, C18H23F24N2O3S overall at a distorted geometry.

Last column: Mulliken charge in e.
Positions of all 71 atoms, in Å:
N: -2.049 -2.767 0.729  -0.74
C: -1.541 -1.861 1.771  -0.47
C: -0.980 -2.607 3.026  -0.57
C: -0.617 -1.490 4.090  -0.54
N: -1.185 -1.775 5.460  -0.12
S: -2.160 -0.442 6.091  -0.04
H: -2.258 -2.173 -0.072  0.33
H: -2.961 -3.107 1.031  0.21
H: -2.342 -1.168 2.122  0.41
H: -0.696 -1.287 1.332  0.20
H: -1.647 -3.395 3.434  0.49
H: -0.023 -3.085 2.730  0.31
H: -1.064 -0.539 3.738  0.21
H: 0.478 -1.353 4.078  0.40
H: -1.772 -2.614 5.443  0.37
H: -0.401 -1.901 6.107  0.44
H: -3.477 -0.856 6.076  0.22
C: 0.952 3.093 -0.699  -0.82
C: 0.109 2.333 0.355  1.02
C: 0.548 2.419 1.820  0.04
F: 1.758 1.886 2.035  -0.23
F: -0.320 1.713 2.598  -0.25
F: -0.011 1.040 -0.024  -0.24
F: -1.143 2.865 0.301  -0.34
O: 1.890 2.341 -1.481  -0.38
C: 3.200 2.136 -1.029  0.71
C: 3.519 0.651 -0.841  0.27
F: 2.712 0.087 0.083  -0.22
F: 4.789 0.500 -0.409  -0.26
F: 3.442 2.868 0.066  -0.30
F: 4.006 2.623 -1.988  -0.30
H: 0.230 3.437 -1.441  0.40
H: 1.397 4.003 -0.297  0.34
H: 0.554 3.454 2.172  0.27
H: 3.396 0.108 -1.780  0.22
C: 5.948 2.977 -4.562  -0.62
C: 5.295 1.687 -5.120  0.93
C: 6.221 0.643 -5.752  0.07
F: 6.856 1.102 -6.838  -0.23
F: 5.492 -0.426 -6.158  -0.27
F: 4.307 2.028 -5.973  -0.27
F: 4.688 1.069 -4.060  -0.30
O: 5.885 4.169 -5.359  -0.42
C: 6.875 4.451 -6.310  0.76
C: 6.301 4.536 -7.726  0.21
F: 5.744 3.370 -8.100  -0.22
F: 7.284 4.813 -8.608  -0.25
F: 7.893 3.587 -6.209  -0.29
F: 7.376 5.656 -5.981  -0.30
H: 5.356 3.235 -3.685  0.30
H: 6.953 2.800 -4.179  0.39
H: 6.965 0.290 -5.032  0.30
H: 5.539 5.314 -7.788  0.23
C: -7.175 -1.936 2.394  -0.83
C: -7.012 -2.943 1.229  0.97
C: -7.711 -4.301 1.353  0.07
F: -7.252 -5.027 2.387  -0.22
F: -7.480 -5.032 0.240  -0.26
F: -5.692 -3.110 0.978  -0.25
F: -7.536 -2.339 0.132  -0.32
O: -6.094 -1.818 3.338  -0.37
C: -6.029 -2.638 4.468  0.76
C: -4.768 -3.502 4.465  0.94
F: -4.729 -4.320 3.407  -0.23
F: -4.719 -4.278 5.568  -0.28
F: -7.144 -3.351 4.608  -0.27
F: -5.971 -1.809 5.536  -0.29
H: -7.198 -0.955 1.917  0.39
H: -8.140 -2.026 2.893  0.34
H: -8.792 -4.179 1.459  0.30
H: -3.871 -2.875 4.439  -0.54

Summary:
LUMO: -4.0248 eV
total energy: -104208.5463 eV
E_HOMO: -12.49 eV
max |F|: 0.043 hartree/bohr
net charge: +1

---

Entry 4:
DFT (ωB97M-V/def2-TZVPD) results for one molecule with the formula C5H9NO.

Last column: Mulliken charge in e.
Positions of all 16 atoms, in Å:
O: -2.386 -0.957 0.913  -0.56
C: -1.346 -0.768 -0.006  0.13
C: 0.111 -1.068 0.442  -0.81
C: 0.515 0.308 -0.097  0.79
C: 1.740 0.685 -0.832  -0.48
N: 1.465 1.228 0.500  -0.73
C: -0.946 0.677 -0.367  -0.85
H: -2.174 -0.475 1.720  0.33
H: -1.645 -1.354 -0.872  0.39
H: 0.568 -1.948 -0.015  0.25
H: 0.208 -1.137 1.532  0.29
H: 1.699 1.409 -1.643  0.25
H: 2.532 -0.054 -0.926  0.25
H: 2.042 0.754 1.191  0.23
H: -1.298 1.407 0.360  0.27
H: -1.189 1.061 -1.357  0.25

Summary:
LUMO: 0.9744 eV
SMILES string: O[C@H]1C[C@]2(CN2)C1
total energy: -8866.5825 eV
E_HOMO: -9.51 eV
max |F|: 0.009 hartree/bohr
ΔE to the lowest compared entry with this formula, charge and spin: 60.7 kcal/mol

---

Entry 5:
DFT (ωB97M-V/def2-TZVPD) results for a 5-piece molecular cluster, C9H28O5 overall at a distorted geometry.

Last column: Mulliken charge in e.
Positions of all 42 atoms, in Å:
C: 2.579 0.576 -32.591  -1.21
C: 3.861 -0.066 -33.080  1.17
C: 4.750 -0.603 -31.958  -1.51
O: 3.532 -1.037 -34.049  -0.56
H: 1.802 -0.161 -32.384  0.37
H: 2.263 1.237 -33.398  0.27
H: 2.715 1.123 -31.659  0.34
H: 4.463 0.683 -33.594  -0.33
H: 4.169 -1.326 -31.386  0.45
H: 5.116 0.083 -31.193  0.38
H: 5.641 -1.126 -32.305  0.31
H: 3.126 -1.800 -33.630  0.34
C: 11.370 5.659 -31.452  -1.39
C: 10.123 4.801 -31.459  0.80
C: 8.995 5.332 -30.611  -1.38
O: 9.697 4.582 -32.755  -0.61
H: 12.122 5.200 -32.093  0.42
H: 11.585 5.730 -30.386  0.36
H: 11.039 6.648 -31.767  0.32
H: 10.410 3.796 -31.152  0.08
H: 9.480 5.768 -29.737  0.41
H: 8.308 4.547 -30.294  0.35
H: 8.407 6.136 -31.052  0.33
H: 10.401 4.239 -33.310  0.28
C: 9.104 0.592 -31.072  -0.38
O: 7.991 0.370 -30.235  -0.50
H: 9.900 0.947 -30.418  0.26
H: 9.459 -0.305 -31.580  0.38
H: 8.890 1.349 -31.826  -0.07
H: 7.901 -0.584 -30.286  0.31
C: 7.389 2.383 -34.181  -0.50
O: 7.109 3.539 -33.420  -0.52
H: 6.548 2.266 -34.865  0.26
H: 8.293 2.592 -34.754  0.28
H: 7.433 1.563 -33.464  0.09
H: 7.955 3.750 -33.020  0.31
C: 4.226 3.656 -35.309  -0.65
O: 4.408 3.971 -33.888  -0.54
H: 3.323 4.059 -35.769  0.29
H: 5.000 4.010 -35.989  0.29
H: 4.263 2.571 -35.401  0.19
H: 5.332 3.788 -33.700  0.52

Summary:
LUMO: 0.4766 eV
SMILES string: CC(C)O.CC(C)O.CO.CO.CO
total energy: -20022.3739 eV
E_HOMO: -9.65 eV
max |F|: 0.054 hartree/bohr
ΔE to the lowest compared entry with this formula, charge and spin: 50.6 kcal/mol

---

Entry 6:
DFT (ωB97M-V/def2-TZVPD) results for C22H50AsF6N6O2 as an isolated structure at a distorted geometry.

Last column: Mulliken charge in e.
Positions of all 87 atoms, in Å:
As: -0.487 0.047 0.379  2.08
F: 1.073 0.498 -0.310  -0.44
F: 0.062 0.889 1.847  -0.50
F: -1.856 -0.404 1.372  -0.46
F: -1.029 -0.713 -1.103  -0.47
F: 0.339 -1.429 0.872  -0.53
F: -1.218 1.551 -0.117  -0.47
C: -2.433 1.471 -3.070  -1.11
N: -3.448 1.496 -4.214  0.03
C: -3.930 0.135 -4.606  -0.81
C: -4.608 2.305 -3.686  -0.87
C: -2.821 2.303 -5.326  -0.36
C: -1.679 1.632 -6.139  -0.61
O: -2.139 0.536 -6.905  -0.50
H: -2.815 0.878 -2.246  0.49
H: -2.178 2.492 -2.819  0.35
H: -1.618 0.929 -3.546  0.34
H: -4.444 -0.266 -3.737  0.37
H: -3.068 -0.473 -4.843  0.30
H: -4.556 0.291 -5.478  0.39
H: -5.434 2.166 -4.386  0.43
H: -4.322 3.351 -3.661  0.37
H: -5.007 1.954 -2.737  0.36
H: -2.530 3.292 -4.985  0.41
H: -3.573 2.416 -6.110  0.42
H: -0.841 1.350 -5.495  0.24
H: -1.264 2.384 -6.810  0.40
H: -1.792 -0.261 -6.497  0.34
C: -2.133 0.203 4.855  -0.99
N: -1.599 -0.979 5.650  -0.06
C: -2.786 -1.821 6.120  -1.03
C: -0.844 -1.820 4.624  -0.91
C: -0.794 -0.394 6.815  -0.30
C: -0.522 -1.473 7.875  -0.92
O: 0.139 -2.600 7.384  -0.47
H: -1.301 0.801 4.489  0.43
H: -2.635 0.877 5.551  0.41
H: -2.797 -0.170 4.085  0.40
H: -3.369 -1.146 6.736  0.37
H: -2.317 -2.712 6.529  0.49
H: -3.293 -2.149 5.217  0.43
H: -0.427 -2.670 5.158  0.38
H: -0.063 -1.196 4.201  0.34
H: -1.576 -2.131 3.887  0.43
H: -1.375 0.471 7.117  0.40
H: 0.146 -0.079 6.358  0.32
H: -1.486 -1.697 8.336  0.42
H: 0.006 -0.998 8.711  0.46
H: 1.069 -2.355 7.298  0.35
C: 2.175 -0.650 -2.973  -0.93
C: 3.294 -1.577 -2.422  -0.67
N: 2.926 -2.973 -2.546  0.17
C: 2.413 -3.803 -1.582  -0.35
C: 2.365 -5.041 -2.121  -0.44
N: 2.692 -4.930 -3.443  0.11
C: 3.025 -3.659 -3.701  -0.14
C: 2.561 -5.938 -4.489  -0.87
H: 2.515 -0.368 -3.974  0.45
H: 2.195 0.318 -2.469  0.12
H: 1.127 -0.937 -2.961  0.33
H: 3.531 -1.338 -1.386  0.36
H: 4.228 -1.353 -2.932  0.40
H: 2.257 -3.502 -0.560  0.46
H: 2.112 -5.997 -1.696  0.46
H: 3.419 -3.268 -4.623  0.45
H: 3.521 -6.390 -4.730  0.32
H: 2.119 -5.473 -5.367  0.37
H: 1.882 -6.734 -4.193  0.36
C: 4.212 1.531 2.873  -1.37
C: 3.536 1.342 1.530  -0.07
N: 2.852 2.554 1.088  0.33
C: 2.940 3.109 -0.149  -0.37
C: 2.018 4.118 -0.260  -0.57
N: 1.263 4.011 0.903  0.24
C: 1.806 3.118 1.702  -0.28
C: 0.094 4.809 1.183  -0.86
H: 4.868 0.712 3.166  0.42
H: 3.495 1.634 3.692  0.31
H: 4.835 2.425 2.936  0.38
H: 2.841 0.506 1.496  0.09
H: 4.309 1.153 0.785  0.36
H: 3.707 2.844 -0.856  0.48
H: 1.687 4.866 -0.957  0.47
H: 1.423 2.832 2.664  0.31
H: -0.684 4.349 1.784  0.33
H: -0.362 5.177 0.265  0.31
H: 0.373 5.741 1.684  0.40

Summary:
LUMO: -5.9182 eV
total energy: -113783.8487 eV
E_HOMO: -16.60 eV
max |F|: 0.047 hartree/bohr
net charge: +3
ΔE to the lowest compared entry with this formula, charge and spin: 0.0 kcal/mol